(1)
This record from OMol25 describes C25H30Cl3NO3Pb as an isolated structure in a non-equilibrium geometry. The level of theory is ωB97M-V with the def2-TZVPD basis set.

ORCA input file:
```
! RIJCOSX wB97M-V def2-TZVPD def2/J DEFGRID3
* xyz -2 1
C -0.99303 1.24031 -4.48509
C -1.17750 -0.15194 -4.71556
C 0.07388 -0.79825 -4.50877
C -2.44356 -0.83281 -5.03016
C 1.03886 0.19879 -4.18172
C 0.38753 1.46428 -4.21833
C 0.99102 2.76731 -3.89781
C -2.05228 2.25409 -4.35109
C 0.28871 -2.25435 -4.55066
C 2.43233 -0.06270 -3.78013
Pb -1.49629 -0.54411 -0.36595
Cl -3.12816 -1.67369 -1.68992
Cl -2.95982 0.87234 1.21629
Cl 0.59266 -1.96254 -0.93137
H -3.20408 -0.10528 -5.32548
H -2.81688 -1.37480 -4.14433
H -2.30119 -1.55769 -5.84309
H -0.19475 -2.74469 -3.69283
H 1.35968 -2.47961 -4.50453
H -0.12898 -2.68038 -5.47261
H 2.46042 -0.79515 -2.96051
H 2.90723 0.86119 -3.43244
H 3.01769 -0.46166 -4.62121
H 2.07488 2.73218 -4.04772
H 0.78915 3.04342 -2.85261
H 0.57088 3.54819 -4.54253
H -3.00725 1.86370 -4.71350
H -1.79839 3.15947 -4.91450
H -2.17121 2.53427 -3.29016
O -0.57954 1.50938 -1.53614
H 0.16666 1.59716 -0.88651
C 0.77494 -3.69906 2.70768
C -0.32563 -2.77287 3.14656
C -1.64455 -3.08020 2.80598
C -2.68948 -2.20938 3.11895
C -2.39843 -0.98554 3.70306
C -1.05889 -0.60689 3.90348
N -0.81754 0.72907 4.14213
C 0.34954 1.49777 4.03056
C 0.66241 2.35781 5.10446
C 1.88053 3.02380 5.14849
C 2.79344 2.88413 4.09388
C 2.43495 2.14390 2.96648
C 1.20358 1.48907 2.89925
C 0.77598 0.95980 1.54055
O 1.20588 1.60456 0.54838
O 0.01842 -0.05666 1.51415
C -0.03215 -1.57763 3.81936
C 1.34401 -1.32367 4.33227
H 1.34304 -3.25591 1.87589
H 1.47054 -3.93665 3.51999
H 0.33820 -4.63324 2.34072
H -1.83934 -4.01891 2.28332
H -3.72028 -2.45762 2.87164
H -3.18278 -0.25648 3.90328
H -1.63740 1.26301 4.41569
H -0.06095 2.45115 5.92091
H 2.12035 3.65133 6.00624
H 3.76770 3.37118 4.12546
H 3.09284 2.08762 2.09754
H 1.99937 -0.96247 3.52843
H 1.35503 -0.59238 5.14472
H 1.77794 -2.25510 4.71149
*
```

Summary:
* HOMO-LUMO gap (alpha / beta): 0.2127 / 0.2143 hartree
* LUMO level (alpha / beta): 4.29 / 4.69 eV

(2)
This record from OMol25 describes a 4-piece molecular cluster, C26H49FN2S overall in a non-equilibrium geometry. The level of theory is ωB97M-V with the def2-TZVPD basis set.

ORCA input file:
```
! RIJCOSX wB97M-V def2-TZVPD def2/J DEFGRID3
* xyz 0 1
F 5.32091 -0.20876 0.03701
C 5.32825 0.62053 -1.15762
C 4.00357 1.54018 -1.23224
C 2.63796 0.67048 -1.10895
C 2.63098 -0.87424 -1.29046
C 1.35376 -1.79670 -1.14355
C -0.01011 -1.06453 -0.82041
C -0.02671 0.49847 -0.63598
N -1.17821 1.33236 -0.30060
S -0.59970 2.95294 -0.17708
N 1.07088 2.83749 -0.55070
C 1.26514 1.40402 -0.77012
H 6.24749 1.31675 -1.04868
H 5.50632 0.00882 -2.10736
H 3.99436 2.25581 -2.12189
H 4.03020 2.20282 -0.28043
H 3.61162 -1.41929 -1.55063
H 1.45550 -2.92919 -1.26393
H -0.95480 -1.72001 -0.72646
C -5.97053 6.89975 2.23694
C -4.51960 6.92753 2.69817
C -3.58353 6.12156 1.79612
C -3.88066 4.62006 1.72449
C -3.86757 3.88810 3.06753
C -2.51012 3.92263 3.75639
H -6.38079 5.88707 2.25333
H -6.58725 7.51649 2.89633
H -6.06431 7.29289 1.22073
H -4.45576 6.57458 3.73140
H -4.17858 7.96871 2.70762
H -2.55301 6.27303 2.13514
H -3.62817 6.53141 0.78007
H -3.14503 4.15453 1.05927
H -4.85520 4.46396 1.24931
H -4.14312 2.84210 2.89458
H -4.63001 4.29855 3.73642
H -1.74082 3.47086 3.12395
H -2.54915 3.36066 4.69338
H -2.20447 4.94373 3.99673
C 0.21265 -0.89469 -4.71116
C -0.44437 -1.73726 -5.79581
C -0.81309 -3.14499 -5.32511
C 0.36995 -4.01873 -4.89524
C 1.44902 -4.22388 -5.95989
C 0.93930 -4.94616 -7.19951
H 1.16034 -1.32610 -4.37930
H 0.42292 0.10677 -5.09672
H -0.44173 -0.79329 -3.84099
H 0.20904 -1.78337 -6.67184
H -1.35972 -1.23101 -6.12188
H -1.36632 -3.64891 -6.12492
H -1.50957 -3.06730 -4.48177
H -0.01725 -4.99688 -4.58876
H 0.83557 -3.58750 -4.00192
H 2.26008 -4.81569 -5.52148
H 1.89129 -3.26562 -6.24845
H 0.53746 -5.92929 -6.93978
H 1.75555 -5.09295 -7.91189
H 0.15744 -4.37607 -7.70672
C -0.05923 -0.78683 3.56183
C 1.29646 -1.32058 3.11916
C 1.29485 -2.82657 2.85165
C 0.97362 -3.70515 4.06537
C 1.89810 -3.51572 5.26924
C 3.34774 -3.87676 4.97523
H -0.38000 -1.23140 4.50734
H -0.00882 0.29588 3.70639
H -0.82436 -0.99206 2.80755
H 2.05396 -1.06360 3.86518
H 1.58710 -0.80604 2.19614
H 2.27120 -3.11126 2.44459
H 0.56525 -3.04663 2.06302
H 1.00999 -4.75420 3.75101
H -0.05879 -3.52353 4.38354
H 1.53955 -4.15309 6.08494
H 1.84289 -2.48716 5.63811
H 3.43193 -4.91793 4.65202
H 3.95644 -3.75267 5.87493
H 3.77386 -3.23793 4.19807
*
```

Summary:
* HOMO-LUMO gap: 0.2667 hartree
* SMILES: FCCc1cccc2nsnc12.CCCCCC.CCCCCC.CCCCCC
* LUMO level: -1.31 eV

(3)
This record from OMol25 describes C15H26N5OPdS as an isolated structure in a non-equilibrium geometry. The level of theory is ωB97M-V with the def2-TZVPD basis set.

ORCA input file:
```
! RIJCOSX wB97M-V def2-TZVPD def2/J DEFGRID3
* xyz 3 5
Pd -0.19450 0.69200 0.39410
C 2.78540 1.48410 -0.09990
N 2.17450 0.22010 0.29050
C 2.22820 -0.78420 -0.76060
C 2.58620 -0.24010 1.61450
C 1.59530 0.10360 2.71250
C 1.99310 0.09090 4.04500
C 1.04090 0.15200 5.05240
C -0.31820 0.25440 4.75170
C -0.72070 0.32540 3.42630
C 0.23050 0.29240 2.40810
H 3.87070 1.37480 -0.22940
H 2.60760 2.23820 0.67330
H 2.37400 1.81910 -1.05660
H 3.26880 -1.05350 -0.99300
H 1.77040 -0.38850 -1.67570
H 1.70930 -1.69620 -0.45120
H 3.56880 0.16870 1.87950
H 2.67980 -1.33210 1.60830
H 3.03940 -0.03010 4.28810
H 1.35840 0.06600 6.08240
H -1.05250 0.26960 5.54370
H -1.78040 0.39360 3.19900
C -4.93870 -2.25000 -0.70850
N -3.83950 -1.33350 -0.67760
C -2.51790 -1.64420 -0.65820
N -2.17600 -2.93240 -0.71550
O -1.66980 -0.72730 -0.56950
H -5.86530 -1.69750 -0.56480
H -4.85130 -3.00970 0.07540
H -5.01840 -2.78590 -1.66420
H -4.06170 -0.34560 -0.68750
H -2.86370 -3.65530 -0.85860
H -1.20810 -3.19310 -0.81180
C -0.21460 5.61030 -2.22810
N -0.17140 5.40750 -0.81770
C 0.02980 6.52560 0.08210
C -0.07600 5.89690 1.47800
N -0.10110 4.47100 1.16570
C -0.22060 4.25830 -0.14530
S -0.39950 2.73720 -0.91650
H 0.57090 6.31210 -2.52120
H -1.16460 6.06490 -2.52930
H -0.09720 4.66760 -2.75740
H -0.71850 7.30580 -0.08980
H 1.01070 6.97890 -0.11580
H -0.99700 6.19510 1.99290
H 0.77070 6.14740 2.11990
H -0.15640 3.75440 1.87630
*
```

Summary:
* HOMO-LUMO gap (alpha / beta): 0.3266 / 0.1459 hartree
* LUMO level (alpha / beta): -8.53 / -13.42 eV

| no. | energy (a.u.) |
| --- | --- |
| 1 | -2824.63118 |
| 2 | -1627.44050 |
| 3 | -1461.14462 |